{"formula": "C17H42AsCsN9O2PS2Si3", "method": "ωB97M-V/def2-TZVPD", "charge": -2, "homo_lumo_gap_ev": 6.7, "symbols": ["Cs", "N", "C", "N", "N", "N", "N", "C", "N", "N", "N", "N", "H", "C", "C", "C", "O", "P", "S", "S", "O", "C", "C", "C", "H", "H", "H", "H", "H", "H", "H", "H", "H", "H", "H", "H", "H", "H", "C", "Si", "C", "C", "As", "Si", "C", "C", "C", "Si", "C", "C", "C", "H", "H", "H", "H", "H", "H", "H", "H", "H", "H", "H", "H", "H", "H", "H", "H", "H", "H", "H", "H", "H", "H", "H", "H", "H", "H", "H"], "xyz": [[0.193, -0.996, -0.201], [3.025, -0.496, -2.599], [3.206, -0.044, -1.290], [4.002, -0.646, -0.411], [3.872, 0.087, 0.705], [3.043, 1.061, 0.497], [2.607, 1.024, -0.771], [1.716, -0.751, -3.013], [1.399, -1.777, -3.799], [0.069, -1.684, -3.936], [-0.374, -0.666, -3.269], [0.649, -0.031, -2.666], [3.633, -1.271, -2.816], [1.787, -6.450, 4.432], [0.861, -5.240, 4.461], [1.617, -3.954, 4.156], [-0.259, -5.503, 3.614], [-0.548, -5.122, 2.068], [-1.963, -6.370, 1.509], [-0.805, -3.163, 1.868], [0.919, -5.541, 1.479], [1.390, -5.609, 0.126], [0.382, -5.211, -0.943], [2.646, -4.751, 0.050], [2.576, -6.339, 5.180], [2.231, -6.537, 3.440], [1.219, -7.359, 4.637], [0.418, -5.160, 5.460], [2.068, -4.002, 3.166], [2.402, -3.812, 4.903], [0.938, -3.104, 4.179], [1.673, -6.657, -0.036], [0.065, -4.178, -0.793], [-0.494, -5.850, -0.891], [0.848, -5.305, -1.925], [2.407, -3.709, 0.269], [3.082, -4.809, -0.948], [3.382, -5.094, 0.779], [1.120, 4.581, 1.588], [1.751, 4.545, -0.212], [1.606, 6.375, -0.761], [3.635, 4.341, -0.142], [0.507, 2.858, -1.309], [-1.527, 4.113, -1.371], [-2.358, 3.700, 0.300], [-1.805, 6.006, -1.535], [-2.704, 3.346, -2.663], [1.182, 3.316, -3.504], [0.048, 2.537, -4.809], [1.146, 5.171, -4.002], [2.971, 2.807, -3.836], [1.853, 5.022, 2.268], [0.916, 3.563, 1.929], [0.197, 5.161, 1.667], [2.196, 7.003, -0.089], [0.575, 6.734, -0.742], [1.989, 6.519, -1.774], [4.066, 5.028, 0.590], [4.090, 4.551, -1.114], [3.898, 3.325, 0.145], [-1.794, 4.121, 1.135], [-2.376, 2.614, 0.432], [-3.385, 4.068, 0.367], [-1.531, 6.521, -0.611], [-2.854, 6.228, -1.745], [-1.208, 6.438, -2.341], [-2.433, 2.299, -2.826], [-2.641, 3.858, -3.626], [-3.744, 3.381, -2.331], [-0.884, 3.098, -4.897], [-0.203, 1.509, -4.546], [0.538, 2.530, -5.786], [0.292, 5.693, -3.565], [1.073, 5.270, -5.089], [2.052, 5.690, -3.682], [3.084, 1.733, -3.681], [3.654, 3.310, -3.147], [3.271, 3.046, -4.859]], "forces_ev_per_angstrom": [[-0.060, 0.093, 0.915], [-0.006, 0.040, -0.136], [0.303, 0.277, 0.481], [-0.045, -0.201, -0.163], [0.178, -0.140, 0.153], [-0.104, 0.169, 0.145], [0.204, -0.138, -0.333], [-0.332, 0.000, -0.403], [0.202, 0.008, 0.069], [-0.091, -0.110, -0.089], [-0.258, 0.053, -0.107], [0.626, 0.187, -1.104], [-0.006, -0.065, 0.038], [-0.139, 0.049, -0.046], [0.258, -0.009, -0.074], [-0.200, -0.056, 0.018], [-0.112, 0.065, 0.045], [0.219, -0.413, 0.118], [0.095, 0.198, -0.083], [-0.251, -0.478, 0.289], [-0.244, -0.001, 0.150], [0.136, 0.155, -0.226], [0.053, -0.050, 0.268], [-0.107, -0.125, 0.046], [0.026, -0.012, -0.009], [0.041, -0.020, 0.024], [0.023, -0.007, 0.012], [0.017, 0.022, -0.023], [0.028, 0.044, 0.016], [0.007, -0.027, 0.006], [0.058, 0.060, -0.021], [-0.083, 0.031, 0.041], [-0.030, -0.046, -0.098], [-0.106, 0.026, -0.052], [0.005, 0.051, 0.009], [0.021, 0.013, -0.008], [0.025, 0.031, 0.009], [0.025, 0.056, 0.008], [-0.071, -0.269, -0.276], [0.475, 0.924, 0.768], [-0.276, -0.322, -0.245], [-0.278, -0.409, -0.278], [-0.318, 0.705, 0.068], [-1.119, 0.095, 0.266], [0.348, -0.052, -0.137], [0.479, -0.171, -0.056], [0.464, -0.079, 0.005], [0.262, 0.470, -1.259], [-0.007, -0.177, 0.472], [-0.040, -0.121, 0.364], [-0.254, -0.218, 0.378], [0.079, 0.036, -0.078], [0.011, 0.029, 0.061], [-0.009, -0.019, -0.022], [0.050, -0.105, 0.103], [0.100, 0.019, -0.015], [-0.015, 0.037, 0.082], [-0.153, 0.101, 0.009], [-0.018, -0.003, 0.017], [0.062, -0.105, 0.020], [-0.008, -0.035, 0.016], [-0.028, 0.018, 0.039], [-0.008, 0.050, -0.121], [-0.034, -0.014, -0.010], [-0.060, -0.183, 0.026], [-0.064, 0.057, 0.038], [-0.076, 0.002, -0.060], [0.020, -0.012, -0.001], [0.020, 0.084, 0.107], [0.032, 0.028, -0.006], [-0.028, -0.033, -0.049], [0.100, 0.082, 0.028], [0.049, 0.021, -0.051], [0.021, -0.148, -0.035], [-0.027, -0.022, -0.015], [0.093, -0.054, 0.004], [-0.019, -0.008, 0.000], [-0.129, 0.074, -0.040]]}

***

{"formula": "C17H42Cl2CoOP3", "method": "ωB97M-V/def2-TZVPD", "charge": 2, "multiplicity": 5, "s_squared": 6.02, "homo_lumo_gap_ev": [5.5, 6.0], "symbols": ["C", "C", "H", "H", "H", "O", "Cl", "Co", "P", "C", "C", "H", "H", "H", "H", "H", "H", "C", "H", "H", "H", "P", "C", "C", "H", "H", "H", "C", "H", "H", "H", "H", "H", "H", "Cl", "C", "C", "C", "P", "C", "C", "C", "C", "C", "C", "H", "H", "H", "H", "H", "H", "H", "H", "H", "H", "H", "H", "H", "H", "H", "H", "H", "H", "H", "H", "H"], "xyz": [[-0.675, -0.167, -4.510], [-0.808, -0.605, -3.196], [-1.642, 0.209, -4.892], [-0.308, -1.024, -5.105], [0.125, 0.590, -4.547], [-1.554, -0.815, -2.286], [1.979, -0.082, -2.961], [1.039, 0.451, -0.056], [0.983, -1.984, -1.436], [-0.115, -3.220, -0.570], [0.881, -2.920, -3.044], [1.168, -3.952, -2.834], [2.606, -3.758, -1.156], [1.571, -2.492, -3.770], [3.378, -2.174, -1.529], [-1.144, -3.059, -0.890], [-0.131, -2.915, -3.453], [2.610, -2.681, -0.940], [0.204, -4.225, -0.866], [2.798, -2.502, 0.122], [-0.058, -3.118, 0.513], [0.798, 2.163, -1.522], [-0.293, 3.357, -0.630], [2.422, 3.017, -1.402], [1.158, 2.423, -3.950], [0.450, 3.868, -3.207], [-0.585, 2.481, -3.562], [0.415, 2.770, -3.227], [3.146, 2.450, -1.999], [2.327, 4.034, -1.804], [-0.104, 4.358, -1.023], [-0.091, 3.338, 0.440], [2.765, 3.044, -0.363], [-1.336, 3.092, -0.803], [3.117, 0.409, 0.488], [1.606, -0.702, 3.236], [0.548, -1.318, 2.323], [-0.372, -2.227, 3.133], [-0.412, -0.051, 1.328], [-2.142, -0.467, 0.695], [-3.089, -1.106, 1.710], [-2.858, 0.730, 0.056], [-0.632, 1.472, 2.320], [-1.328, 1.141, 3.630], [0.654, 2.282, 2.564], [1.126, -0.205, 4.090], [2.267, -0.008, 2.701], [2.256, -1.508, 3.609], [1.092, -1.903, 1.556], [-1.039, -1.659, 3.798], [-0.970, -2.883, 2.496], [0.249, -2.853, 3.783], [-1.909, -1.182, -0.112], [-3.442, -0.340, 2.411], [-3.981, -1.494, 1.188], [-2.656, -1.944, 2.264], [-2.316, 1.130, -0.807], [-3.840, 0.397, -0.308], [-3.033, 1.533, 0.787], [-1.320, 2.054, 1.688], [-0.666, 0.552, 4.270], [-1.560, 2.082, 4.141], [-2.267, 0.605, 3.484], [1.398, 2.238, 1.748], [0.357, 3.328, 2.722], [1.179, 1.945, 3.468]], "forces_ev_per_angstrom": [[1.357, 0.314, -2.189], [-6.205, -0.550, 5.876], [0.140, -0.286, 0.359], [-0.128, 0.275, 0.009], [-0.396, -0.241, -0.132], [5.076, 0.966, -5.036], [-0.243, -0.490, 0.289], [2.626, 0.048, -3.014], [1.467, -3.345, -0.398], [-0.527, 0.792, 0.394], [-0.003, 0.696, -0.193], [-0.176, 0.134, -0.012], [-0.089, 0.304, 0.072], [-0.047, -0.141, 0.017], [0.038, -0.146, 0.180], [-0.071, -0.204, 0.082], [-0.066, -0.235, -0.069], [0.145, 0.674, 0.169], [0.087, 0.265, -0.013], [0.070, -0.042, -0.195], [-0.080, -0.078, -0.152], [-0.134, 3.331, -0.130], [0.244, -0.107, -0.249], [0.107, -0.181, 0.084], [-0.061, 0.025, 0.136], [0.000, -0.361, 0.152], [0.015, 0.095, 0.018], [-0.284, -0.503, -0.249], [-0.051, 0.162, 0.198], [-0.009, -0.263, 0.141], [-0.103, -0.013, 0.158], [-0.021, 0.107, -0.109], [-0.019, 0.052, -0.267], [-0.038, 0.105, 0.048], [0.208, -0.093, -0.101], [0.307, 0.330, 0.034], [-0.520, -0.366, -0.043], [0.156, -0.356, 0.360], [-2.265, -0.281, 2.166], [0.381, -0.690, 0.030], [-0.420, -0.286, 0.074], [0.146, 0.098, -0.015], [0.019, -0.184, -0.056], [-0.214, 0.380, 0.403], [0.070, 0.204, 0.123], [0.372, -0.206, -0.193], [-0.344, -0.176, 0.417], [-0.355, 0.187, -0.029], [-0.265, 0.157, 0.363], [0.190, -0.164, -0.300], [0.034, -0.003, 0.180], [-0.117, -0.027, -0.140], [-0.270, 0.104, 0.510], [-0.019, -0.391, -0.140], [0.325, 0.194, 0.116], [-0.221, 0.380, -0.151], [-0.012, 0.106, 0.190], [0.251, 0.044, 0.147], [-0.009, -0.219, -0.320], [0.268, -0.029, 0.215], [-0.288, 0.158, 0.006], [0.028, -0.180, 0.099], [0.243, 0.123, 0.155], [-0.324, 0.110, 0.238], [0.255, -0.199, -0.019], [-0.231, 0.116, -0.292]]}

***

{"formula": "C17H43BN5O7P", "method": "ωB97M-V/def2-TZVPD", "charge": 0, "smiles": "CCOB(O)P.CN(C)C=O.CN(C)C=O.CN(C)C=O.CN(C)C=O.CN(C)C=O", "homo_lumo_gap_ev": 9.2, "symbols": ["C", "C", "O", "B", "O", "P", "H", "H", "H", "H", "H", "H", "H", "H", "C", "N", "C", "C", "O", "H", "H", "H", "H", "H", "H", "H", "C", "N", "C", "C", "O", "H", "H", "H", "H", "H", "H", "H", "C", "N", "C", "C", "O", "H", "H", "H", "H", "H", "H", "H", "C", "N", "C", "C", "O", "H", "H", "H", "H", "H", "H", "H", "C", "N", "C", "C", "O", "H", "H", "H", "H", "H", "H", "H"], "xyz": [[2.827, 3.906, 0.841], [2.713, 5.342, 1.370], [1.364, 5.678, 1.692], [0.378, 5.769, 0.743], [0.515, 6.524, -0.413], [-1.327, 4.855, 0.909], [1.860, 3.401, 0.899], [3.526, 3.318, 1.435], [3.168, 3.868, -0.196], [3.115, 6.066, 0.648], [3.281, 5.479, 2.289], [1.423, 6.494, -0.743], [-0.883, 3.608, 0.394], [-1.256, 4.478, 2.271], [-1.778, 2.268, 4.425], [-1.186, 1.269, 3.568], [-1.805, -0.043, 3.459], [-0.075, 1.509, 2.852], [0.475, 0.708, 2.113], [-1.811, 1.924, 5.462], [-2.796, 2.503, 4.105], [-1.182, 3.180, 4.385], [-1.109, -0.827, 3.745], [-2.126, -0.215, 2.434], [-2.679, -0.080, 4.105], [0.319, 2.531, 2.990], [1.994, -3.893, 1.650], [0.787, -4.005, 2.446], [0.316, -5.317, 2.843], [0.067, -2.928, 2.815], [-0.965, -2.981, 3.460], [1.869, -4.419, 0.708], [2.853, -4.294, 2.192], [2.178, -2.841, 1.436], [-0.683, -5.507, 2.446], [0.261, -5.400, 3.929], [1.006, -6.066, 2.459], [0.491, -1.971, 2.468], [-3.039, -1.429, -2.225], [-2.913, -0.647, -1.017], [-1.590, -0.387, -0.476], [-3.990, -0.149, -0.373], [-3.945, 0.515, 0.645], [-2.623, -2.430, -2.089], [-2.520, -0.952, -3.059], [-4.092, -1.526, -2.485], [-1.486, -0.795, 0.528], [-1.396, 0.685, -0.417], [-0.845, -0.851, -1.119], [-4.942, -0.403, -0.869], [0.989, -7.585, -3.336], [0.856, -6.715, -2.189], [0.486, -7.278, -0.903], [1.062, -5.384, -2.267], [0.955, -4.622, -1.326], [0.048, -8.094, -3.556], [1.762, -8.339, -3.171], [1.269, -6.991, -4.205], [-0.441, -6.834, -0.538], [1.262, -7.088, -0.160], [0.353, -8.352, -1.015], [1.340, -5.043, -3.278], [-0.463, 5.371, -3.383], [0.727, 4.622, -3.720], [1.463, 4.946, -4.927], [1.193, 3.628, -2.933], [2.202, 2.991, -3.161], [-1.231, 5.280, -4.155], [-0.230, 6.427, -3.242], [-0.870, 4.995, -2.447], [1.513, 4.085, -5.594], [2.487, 5.242, -4.691], [0.959, 5.766, -5.435], [0.565, 3.451, -2.043]], "forces_ev_per_angstrom": [[0.094, -0.009, 0.006], [0.120, 0.222, -0.132], [-0.371, -0.488, -0.185], [0.311, 0.352, 0.022], [0.209, -0.968, -0.008], [-0.662, 0.282, 0.108], [0.063, 0.024, 0.027], [-0.018, 0.022, -0.022], [-0.074, 0.022, 0.035], [-0.007, -0.060, 0.031], [-0.046, -0.033, -0.015], [0.005, 0.464, 0.120], [0.200, 0.128, 0.071], [0.166, -0.067, -0.110], [-0.003, 0.050, -0.023], [0.191, 0.014, -0.133], [-0.011, 0.090, -0.011], [-0.063, 0.197, 0.155], [-0.025, -0.147, -0.088], [0.005, -0.008, -0.004], [0.007, 0.001, -0.010], [-0.008, 0.001, 0.011], [-0.108, 0.032, 0.048], [-0.083, -0.023, 0.034], [0.022, 0.001, 0.023], [-0.020, 0.022, 0.042], [-0.037, 0.051, 0.106], [-0.055, 0.086, 0.110], [-0.009, -0.010, -0.027], [0.128, 0.038, -0.208], [-0.061, -0.297, 0.119], [0.061, 0.001, -0.076], [0.013, 0.006, 0.008], [0.009, -0.016, -0.012], [0.005, 0.000, -0.005], [0.003, 0.003, -0.003], [-0.013, -0.001, 0.010], [0.037, 0.018, -0.009], [-0.035, -0.029, -0.018], [-0.066, 0.055, 0.056], [0.077, 0.007, 0.009], [0.062, -0.024, -0.055], [0.069, -0.008, 0.005], [0.003, 0.003, 0.010], [-0.001, 0.008, 0.007], [0.015, -0.004, -0.004], [0.017, -0.018, -0.010], [-0.004, -0.003, 0.015], [-0.010, 0.013, -0.003], [-0.016, -0.011, -0.010], [0.014, 0.000, -0.041], [0.016, 0.105, 0.011], [-0.001, -0.021, 0.015], [-0.041, -0.132, -0.038], [-0.032, 0.031, -0.012], [0.000, 0.008, 0.002], [0.001, 0.008, 0.002], [-0.003, -0.018, 0.005], [0.003, 0.001, -0.004], [-0.001, -0.005, -0.009], [-0.005, 0.013, 0.011], [0.003, -0.008, -0.015], [-0.061, 0.078, 0.043], [0.034, -0.123, 0.059], [0.006, 0.011, -0.015], [-0.016, 0.105, -0.029], [0.041, -0.014, -0.005], [0.047, -0.038, -0.032], [-0.040, 0.008, 0.001], [-0.029, 0.011, 0.026], [-0.005, 0.004, 0.005], [-0.008, 0.001, 0.003], [0.013, -0.010, -0.001], [-0.022, -0.005, 0.011]]}

***

Number 1: molar mass 791.8 Da. Number 2: molar mass 485.3 Da. Number 3: molar mass 471.3 Da.